Record 1
A structure of composition C43H101ClCrF12N16O16P3S4, computed with wB97M-V/def2-TZVPD.

## Properties
HOMO-LUMO gap (alpha / beta) = 0.2352 / 0.2618 hartree
E_LUMO (alpha / beta) = -0.0669 / -0.0402 Eh
Multiplicity = 4
Net charge = 0

Last column: Mulliken spin population.
Positions of all 197 atoms, in Å:
Cr1 21.275 3.889 13.792  2.978
Cl1 19.468 2.329 13.975  0.011
C1 24.114 1.120 14.073  0.005
F1 22.869 0.864 13.820  0.004
F2 24.627 0.137 14.774  0.000
F3 24.723 1.200 12.852  0.001
S1 24.251 2.818 14.960  0.001
O1 25.173 2.674 16.158  0.001
O2 24.794 3.722 13.980  0.004
N1 22.471 3.234 15.187  -0.022
S2 22.333 3.209 16.800  0.019
O3 23.415 3.843 17.556  -0.003
O4 20.962 3.692 17.108  0.001
C2 22.258 1.328 17.296  0.001
F4 23.411 0.712 16.982  0.000
F5 22.160 1.331 18.655  0.000
F6 21.172 0.820 16.598  0.000
C3 14.456 7.067 14.131  0.000
F7 14.493 8.355 14.365  0.000
F8 14.492 6.459 15.308  0.000
F9 13.371 6.692 13.487  0.000
S3 15.912 6.573 12.851  0.001
O5 16.283 5.272 13.427  0.001
O6 15.295 6.498 11.526  0.000
N2 17.204 7.683 13.057  0.000
S4 16.969 8.859 12.158  0.000
O7 17.686 8.942 10.856  0.000
O8 15.587 9.221 12.083  0.000
C4 17.729 10.326 13.198  0.000
F10 17.842 11.444 12.430  0.000
F11 17.116 10.429 14.423  0.000
F12 18.986 9.955 13.411  0.000
C5 19.278 5.298 11.570  0.004
O9 20.138 5.007 12.414  -0.018
N3 19.518 5.674 10.286  -0.001
C6 20.837 5.784 9.703  0.003
C7 18.319 6.060 9.508  -0.001
H1 18.196 5.323 11.774  -0.001
H2 21.575 5.806 10.504  0.001
H3 20.997 6.697 9.129  0.000
H4 21.153 4.950 9.076  0.000
H5 18.595 6.946 8.935  0.000
H6 18.253 5.281 8.748  0.000
H7 17.397 6.121 10.086  -0.001
C8 19.254 5.993 15.315  0.001
O10 20.235 5.305 14.969  -0.002
N4 19.123 6.646 16.455  -0.001
C9 18.096 7.680 16.682  0.000
C10 20.239 6.743 17.431  0.002
H8 18.421 6.326 14.677  0.002
H9 17.563 7.553 17.624  0.000
H10 17.307 7.588 15.936  0.000
H11 18.438 8.715 16.638  0.000
H12 20.993 5.967 17.299  -0.002
H13 20.579 7.779 17.418  0.000
H14 19.939 6.501 18.450  0.000
C11 22.768 2.684 11.087  0.001
O11 22.339 3.195 12.196  -0.005
N5 21.975 2.080 10.219  0.009
C12 20.464 1.948 10.343  0.017
C13 22.582 1.504 9.036  0.000
H15 23.836 2.685 10.822  0.002
H16 20.133 2.743 11.010  -0.006
H17 20.294 0.972 10.799  -0.004
H18 20.006 1.860 9.357  0.000
H19 23.671 1.498 9.079  0.000
H20 22.191 0.491 9.127  0.000
H21 22.249 2.089 8.178  0.000
C14 17.780 0.787 17.427  0.009
O12 18.006 -0.380 17.803  0.000
N6 17.497 1.796 18.275  0.000
C15 17.424 3.235 17.881  0.001
C16 17.490 1.504 19.731  0.000
H22 17.807 1.121 16.378  -0.007
H23 17.400 3.483 16.820  0.001
H24 18.140 3.876 18.395  0.000
H25 16.378 3.410 18.132  0.000
H26 18.203 0.713 19.965  0.000
H27 17.659 2.385 20.350  0.000
H28 16.515 1.083 19.977  0.000
O13 16.067 1.580 7.398  0.000
P1 15.221 1.292 8.551  0.000
N7 13.686 0.542 8.208  0.000
C17 13.645 -0.487 7.164  0.000
C18 12.675 0.346 9.284  0.000
N8 15.000 2.607 9.535  0.000
C19 16.215 3.294 10.008  -0.001
C20 13.866 3.479 9.337  0.000
N9 15.968 0.155 9.645  0.000
C21 15.249 -0.222 10.932  0.000
C22 17.453 0.267 9.832  -0.001
H29 14.096 -0.104 6.248  0.000
H30 12.611 -0.804 7.023  0.000
H31 14.260 -1.338 7.458  0.000
H32 11.718 0.170 8.794  0.000
H33 12.670 1.293 9.823  0.000
H34 12.872 -0.476 9.973  0.000
H35 15.978 4.301 10.348  0.001
H36 16.515 2.793 10.929  0.001
H37 17.008 3.286 9.260  0.000
H38 14.180 4.364 8.784  0.000
H39 13.235 2.882 8.678  0.000
H40 13.468 3.778 10.307  0.000
H41 14.557 0.547 11.275  0.000
H42 14.707 -1.117 10.625  0.000
H43 15.842 -0.558 11.783  0.000
H44 17.711 1.126 10.451  0.001
H45 17.978 0.391 8.884  0.000
H46 17.844 -0.629 10.313  0.000
O14 21.270 -4.837 12.311  0.000
P2 20.474 -3.621 12.412  0.000
N10 18.785 -3.741 12.122  0.000
C23 17.855 -2.586 12.157  0.000
C24 18.136 -5.104 11.871  0.000
N11 20.972 -2.467 11.250  0.000
C25 22.314 -1.822 11.457  0.000
C26 20.601 -2.516 9.851  0.000
N12 20.533 -2.906 13.954  0.000
C27 20.295 -1.441 14.237  0.001
C28 20.602 -3.709 15.143  0.000
H47 18.314 -1.597 12.145  -0.001
H48 17.366 -2.611 13.131  0.000
H49 17.095 -2.656 11.379  0.000
H50 18.801 -5.856 12.295  0.000
H51 17.981 -5.404 10.834  0.000
H52 17.207 -5.137 12.440  0.000
H53 22.995 -2.384 10.818  0.000
H54 22.318 -0.757 11.226  0.000
H55 22.728 -1.808 12.466  0.000
H56 21.191 -3.308 9.390  0.000
H57 19.533 -2.724 9.793  0.000
H58 21.057 -1.677 9.325  0.000
H59 20.258 -0.941 13.269  0.002
H60 19.434 -1.171 14.850  -0.003
H61 21.185 -0.987 14.672  0.001
H62 21.545 -4.244 15.258  0.000
H63 19.806 -4.443 15.023  0.000
H64 20.372 -3.111 16.025  0.000
O15 22.573 5.574 13.656  -0.038
P3 23.445 6.789 13.667  0.013
N13 24.006 7.437 15.219  -0.001
C29 23.366 8.609 15.819  0.000
C30 24.543 6.441 16.188  0.006
N14 22.950 8.088 12.711  0.000
C31 21.534 8.212 12.340  0.002
C32 23.687 9.202 12.295  0.000
N15 24.995 6.492 12.989  0.002
C33 26.167 7.373 13.155  0.000
C34 24.910 5.817 11.681  -0.002
H65 22.301 8.677 15.599  0.000
H66 23.839 9.464 15.336  0.000
H67 23.483 8.639 16.902  0.000
H68 23.818 6.134 16.941  -0.001
H69 25.501 6.867 16.488  0.000
H70 24.748 5.447 15.791  -0.001
H71 21.322 7.902 11.317  -0.001
H72 20.937 7.490 12.897  0.004
H73 21.189 9.225 12.548  0.000
H74 23.020 10.044 12.108  0.000
H75 24.367 9.489 13.097  0.000
H76 24.289 8.926 11.429  0.000
H77 26.987 6.867 13.665  0.000
H78 26.556 7.731 12.202  0.000
H79 26.051 8.278 13.751  0.000
H80 24.433 6.546 11.026  0.000
H81 24.233 4.964 11.716  0.001
H82 25.881 5.448 11.352  0.000
C35 12.358 3.216 16.570  0.000
C36 12.682 2.593 15.177  0.000
C37 14.190 2.111 15.256  -0.001
C38 14.618 1.012 14.231  0.004
C39 13.681 -0.209 14.214  0.000
C40 12.168 0.259 14.034  0.000
N16 11.850 1.307 15.047  0.000
O16 10.493 1.625 15.121  0.000
C41 11.961 0.710 12.560  -0.001
C42 11.399 -1.039 14.314  0.000
C43 12.547 3.553 14.016  0.000
H83 11.611 4.006 16.653  0.000
H84 13.225 3.640 17.077  0.000
H85 12.001 2.442 17.250  0.000
H86 14.886 2.942 15.145  0.001
H87 14.364 1.685 16.244  0.000
H88 15.637 0.716 14.478  -0.004
H89 14.759 1.415 13.228  0.001
H90 13.749 -0.744 15.161  0.000
H91 13.932 -0.898 13.407  0.000
H92 12.737 1.420 12.275  0.001
H93 11.710 -0.104 11.880  0.000
H94 10.924 1.031 12.663  0.000
H95 10.316 -0.925 14.348  0.000
H96 11.607 -1.737 13.503  0.000
H97 11.659 -1.456 15.288  0.000
H98 11.504 3.699 13.734  0.000
H99 13.195 3.319 13.171  0.000
H100 12.769 4.550 14.398  0.000
H101 10.282 1.287 15.994  0.000



Record 2
A cluster of 11 separate species, C43H105N3O11 in total, computed with wB97M-V/def2-TZVPD.

## Properties
Energy above the lowest of the compared OMol25 structures with the same formula, charge and spin = 45.5 kcal/mol
HOMO-LUMO gap (alpha / beta) = 0.2838 / 0.0695 hartree
E_LUMO (alpha / beta) = -0.0754 / -0.2614 Eh
Multiplicity = 2
Net charge = +1

Last column: Mulliken spin population.
Positions of all 162 atoms, in Å:
C1 3.798 0.358 -0.112  0.000
C2 4.676 0.297 1.138  0.000
O1 4.012 0.142 2.296  0.000
H1 3.183 1.245 0.045  0.000
H2 3.193 -0.545 -0.029  0.000
H3 4.535 0.349 -0.915  0.000
H4 5.300 1.189 1.191  0.000
H5 5.422 -0.467 0.921  0.000
H6 3.375 0.838 2.471  0.000
C3 -2.148 -4.896 -4.780  0.000
C4 -3.517 -4.223 -4.539  0.000
O2 -4.109 -3.829 -5.720  0.000
H7 -2.147 -5.549 -5.652  0.000
H8 -1.970 -5.395 -3.827  0.000
H9 -1.359 -4.154 -4.910  0.000
H10 -3.573 -3.345 -3.895  0.000
H11 -4.296 -4.788 -4.026  0.000
H12 -4.850 -3.257 -5.508  0.000
C5 -1.731 -6.367 0.276  0.000
C6 -1.621 -7.533 -0.614  0.000
O3 -2.818 -7.526 -1.382  0.000
H13 -0.847 -6.183 0.886  0.000
H14 -2.554 -6.560 0.963  0.000
H15 -2.045 -5.504 -0.311  0.000
H16 -1.347 -8.492 -0.176  0.000
H17 -0.906 -7.230 -1.379  0.000
H18 -2.813 -8.008 -2.212  0.000
C7 3.425 -7.094 0.483  0.000
C8 2.231 -6.266 0.105  0.000
O4 1.463 -6.355 1.287  0.000
H19 4.338 -6.768 -0.016  0.000
H20 3.254 -8.150 0.269  0.000
H21 3.774 -7.080 1.515  0.000
H22 1.754 -6.836 -0.692  0.000
H23 2.462 -5.264 -0.259  0.000
H24 0.960 -5.568 1.512  0.000
C9 -1.871 -0.705 -5.379  0.000
C10 -2.521 0.676 -5.295  0.000
O5 -2.601 1.257 -6.606  0.000
H25 -1.976 -1.138 -6.373  0.000
H26 -2.118 -1.391 -4.569  0.000
H27 -0.782 -0.662 -5.380  0.000
H28 -2.012 1.317 -4.576  0.000
H29 -3.553 0.782 -4.960  0.000
H30 -2.121 2.089 -6.630  0.000
C11 1.098 -0.990 5.480  0.000
C12 2.322 -0.890 4.592  0.000
O6 2.091 -1.443 3.296  0.000
H31 1.038 -0.124 6.140  0.000
H32 1.185 -1.931 6.023  0.000
H33 0.171 -1.021 4.906  0.000
H34 3.117 -1.411 5.125  0.000
H35 2.567 0.172 4.581  0.000
H36 2.820 -1.101 2.773  0.000
C13 4.834 -2.772 -2.361  0.000
C14 5.482 -4.132 -2.048  0.000
O7 4.762 -5.152 -2.649  0.000
H37 3.920 -2.566 -1.803  0.000
H38 4.611 -2.787 -3.428  0.000
H39 5.470 -1.962 -2.004  0.000
H40 5.519 -4.385 -0.988  0.000
H41 6.499 -4.140 -2.441  0.000
H42 5.063 -6.022 -2.377  0.000
C15 -2.224 -3.571 2.935  0.000
C16 -0.925 -4.238 3.442  0.000
O8 0.180 -3.795 2.660  0.000
H43 -3.024 -3.907 3.594  0.000
H44 -2.345 -3.831 1.883  0.000
H45 -2.137 -2.490 3.044  0.000
H46 -0.987 -5.326 3.460  0.000
H47 -0.640 -3.945 4.453  0.000
H48 0.637 -3.059 3.072  0.000
C17 -2.188 2.189 5.224  0.048
C18 -1.620 3.591 4.818  -0.032
C19 -2.522 4.140 3.611  0.024
C20 -3.962 4.537 3.991  -0.001
C21 -3.829 5.724 4.975  0.006
C22 -2.929 5.412 6.274  -0.013
N1 -1.683 4.652 5.840  0.505
O9 -0.810 4.453 6.869  0.068
C23 -2.522 6.699 6.927  0.015
C24 -3.738 4.555 7.283  0.044
C25 -0.171 3.464 4.260  0.016
H49 -1.852 1.887 6.216  -0.001
H50 -1.853 1.400 4.550  0.006
H51 -3.266 2.071 5.328  -0.001
H52 -1.976 4.962 3.148  -0.005
H53 -2.507 3.350 2.861  -0.004
H54 -4.618 3.849 4.526  0.000
H55 -4.481 4.817 3.075  0.000
H56 -4.817 5.898 5.400  -0.001
H57 -3.459 6.625 4.486  -0.001
H58 -1.747 6.638 7.691  0.001
H59 -2.268 7.452 6.181  -0.002
H60 -3.453 7.062 7.361  -0.001
H61 -3.787 3.476 7.132  -0.003
H62 -3.258 4.559 8.261  -0.001
H63 -4.733 4.973 7.439  0.005
H64 0.393 3.015 5.077  0.000
H65 0.212 4.458 4.025  -0.002
H66 -0.061 2.917 3.324  0.003
H67 -0.292 5.260 6.894  0.010
C26 0.859 -2.447 -0.759  0.015
C27 -0.331 -1.491 -0.992  -0.011
C28 -1.608 -2.406 -1.236  0.004
C29 -2.929 -1.709 -1.110  0.002
C30 -3.060 -0.905 0.190  -0.001
C31 -1.786 0.002 0.520  -0.011
N2 -0.478 -0.563 0.172  0.225
O10 0.624 0.167 0.393  0.017
C32 -1.951 1.354 -0.254  0.037
C33 -1.761 0.352 2.034  -0.001
C34 -0.046 -0.694 -2.306  0.033
H68 1.030 -2.684 0.291  -0.001
H69 1.799 -1.959 -1.018  0.003
H70 0.698 -3.391 -1.280  -0.001
H71 -1.535 -2.745 -2.270  0.000
H72 -1.434 -3.225 -0.539  -0.008
H73 -3.632 -2.519 -1.305  0.000
H74 -3.088 -0.985 -1.908  0.000
H75 -3.239 -1.574 1.031  -0.001
H76 -3.973 -0.309 0.201  0.000
H77 -3.003 1.630 -0.318  0.000
H78 -1.488 2.229 0.203  0.000
H79 -1.632 1.222 -1.288  -0.002
H80 -1.298 1.329 2.173  0.007
H81 -2.783 0.257 2.399  -0.001
H82 -1.222 -0.363 2.657  0.005
H83 0.185 -1.440 -3.067  -0.001
H84 0.705 0.091 -2.216  -0.001
H85 -0.932 -0.136 -2.608  -0.002
H86 0.988 -0.277 1.163  0.010
C35 4.616 3.134 -3.379  0.000
C36 3.351 3.785 -3.981  0.000
C37 2.781 2.789 -5.036  0.000
C38 1.506 3.255 -5.720  0.000
C39 0.429 3.362 -4.561  0.000
C40 0.819 4.345 -3.402  0.000
N3 2.259 4.119 -3.028  0.000
O11 2.724 4.896 -1.987  0.000
C41 0.536 5.752 -3.695  0.000
C42 -0.037 3.867 -2.239  0.001
C43 3.826 5.107 -4.632  0.000
H87 5.220 2.805 -4.224  0.000
H88 4.357 2.261 -2.781  0.000
H89 5.131 3.848 -2.736  0.000
H90 3.460 2.818 -5.888  0.000
H91 2.717 1.728 -4.795  0.000
H92 1.142 2.610 -6.520  0.000
H93 1.772 4.148 -6.285  0.000
H94 0.199 2.363 -4.192  0.000
H95 -0.432 3.748 -5.106  0.000
H96 0.763 6.488 -2.924  0.000
H97 1.180 6.022 -4.532  0.000
H98 -0.494 6.002 -3.953  0.000
H99 0.545 3.126 -1.692  0.000
H100 -0.035 4.649 -1.479  0.000
H101 -0.998 3.392 -2.438  0.000
H102 4.573 4.827 -5.375  0.000
H103 4.215 5.773 -3.862  0.000
H104 3.136 5.715 -5.216  0.000
H105 2.801 5.782 -2.347  0.000